[1]
Here is a molecular structure, C22H25FN4O2 from the Open Molecules 2025 dataset. Energies are from wB97M-V/def2-TZVPD.

Each line ends with the Löwdin charge.
CARTESIAN COORDINATES (ANGSTROEM)
C: -7.917 -1.112 0.216  0.0247
H: -8.060 -0.400 0.913  0.0339
O: -6.498 -1.515 0.248  -0.0110
C: -5.567 -0.766 0.179  -0.5819
C: -5.726 0.458 -0.155  0.0246
C: -4.668 1.330 -0.003  -0.0652
C: -3.416 0.779 0.252  -0.1325
C: -3.247 -0.452 0.184  -0.0472
C: -4.396 -1.247 0.269  0.0326
H: -4.216 -2.379 0.528  0.1789
H: -2.302 -0.695 0.473  0.0854
C: -2.242 1.830 -0.097  -0.0219
C: -0.811 1.243 -0.493  -0.1386
C: -0.116 2.725 -0.212  -0.0914
N: -0.936 3.589 0.046  0.0478
N: -2.193 3.021 0.444  0.1146
H: -2.865 3.456 0.674  0.0033
H: 0.861 2.776 -0.369  0.0570
C: -0.169 0.243 -0.945  -0.1811
N: -0.137 -0.791 0.313  -0.0571
C: 0.769 -0.426 1.143  -0.4142
C: 2.174 -0.410 0.977  -0.1048
H: 2.920 -0.107 1.718  0.1356
H: 2.420 0.245 0.179  0.0837
C: 2.611 -1.763 0.133  -0.3595
C: 1.739 -2.312 -0.764  -0.1655
C: 0.220 -2.359 -0.270  0.0361
H: 0.077 -2.694 0.541  -0.0165
H: -0.567 -2.478 -0.955  0.0963
H: 1.875 -3.409 -0.973  0.1480
H: 1.824 -1.592 -1.681  0.1479
O: 3.946 -2.198 -0.062  -0.1029
C: 4.614 -1.319 -0.894  -0.2722
C: 5.050 -0.159 -0.413  -0.2427
C: 4.962 1.065 -1.142  0.1238
C: 5.514 2.519 -0.571  -0.0348
C: 6.034 2.296 0.498  -0.1932
N: 6.086 1.209 1.665  0.1135
C: 5.617 0.107 0.896  -0.0906
H: 5.598 -0.690 1.598  0.0916
H: 6.470 3.111 1.297  0.1392
H: 5.288 3.310 -0.930  -0.0023
H: 4.470 1.068 -2.110  0.0952
H: 3.873 -1.342 -1.750  0.1560
H: 5.343 -1.878 -1.331  0.1228
H: 2.600 -2.674 1.211  0.2267
H: 0.730 -1.182 2.140  0.1947
H: 0.700 0.454 1.563  0.0767
H: 0.697 0.448 -1.509  0.1088
H: -1.101 -0.237 -1.554  0.1872
F: -4.768 2.796 -0.311  -0.0318
H: -6.683 1.161 -0.179  0.1827
H: -7.929 -0.588 -0.948  0.1688
H: -8.554 -2.062 0.322  0.1205

As for the gap between HOMO and LUMO: 7.5 eV. As for the energy: -1321.78887 Ha. The calculation puts the energy above the lowest of the compared OMol25 structures with the same formula, charge and spin at 25.9439 eV. For the HOMO energy, the calculation gives -7.49 eV.

***

[2]
Here is 14 unconnected molecules or ions with the total composition H28O14 from the Open Molecules 2025 dataset. Energies are from wB97M-V/def2-TZVPD.

Each line ends with the Löwdin charge.
CARTESIAN COORDINATES (ANGSTROEM)
O: 2.851 1.533 -1.360  -0.0068
H: 2.186 2.199 -1.372  0.0238
H: 3.643 2.021 -1.400  0.0336
O: -0.666 -1.024 -3.391  0.0113
H: -0.618 -0.459 -2.646  -0.0162
H: 0.125 -1.454 -3.367  -0.0354
O: -1.395 -2.205 0.780  -0.0086
H: -0.886 -2.654 0.148  -0.0286
H: -1.201 -2.742 1.561  0.0879
O: -1.208 3.316 -0.789  0.0319
H: -0.372 3.269 -1.136  -0.0113
H: -1.245 4.258 -0.716  0.0565
O: -0.206 0.188 -0.748  -0.0430
H: 0.353 0.756 -0.228  -0.0038
H: -0.319 -0.524 -0.095  0.0414
O: -0.272 -3.169 -1.401  0.0127
H: -0.393 -3.474 -2.260  0.0546
H: -0.480 -3.898 -0.881  0.0458
O: -2.903 0.819 -1.215  -0.0270
H: -3.375 0.469 -0.517  -0.0516
H: -2.044 0.954 -0.874  -0.0556
O: -2.049 1.582 1.461  -0.0335
H: -1.434 2.042 0.926  -0.0459
H: -1.504 1.034 2.001  -0.0442
O: 1.932 -1.140 1.861  -0.0204
H: 2.626 -0.539 1.900  -0.0133
H: 1.972 -1.442 0.945  0.0147
O: 3.729 1.325 1.333  -0.0624
H: 4.551 1.044 0.879  0.0710
H: 3.063 1.354 0.648  -0.0309
O: -3.890 -1.027 0.775  -0.0598
H: -4.594 -1.670 0.640  0.0439
H: -3.056 -1.446 0.514  -0.0019
O: 1.063 2.113 0.760  -0.0124
H: 0.764 2.977 0.840  0.0320
H: 1.480 2.033 1.628  0.0849
O: -0.441 -0.060 2.756  -0.0530
H: 0.198 -0.578 2.229  0.0029
H: -0.879 -0.729 3.280  0.0588
O: 1.989 -1.689 -1.000  -0.0637
H: 1.444 -2.452 -1.313  0.0331
H: 1.461 -0.913 -1.160  -0.0112

As for the gap between HOMO and LUMO: 9.0 eV. As for the energy: -1070.11417 Ha. The calculation puts the energy above the lowest of the compared OMol25 structures with the same formula, charge and spin at 2.3620 eV. For the HOMO energy, the calculation gives -9.24 eV.

***

[3]
Here is 2 unconnected molecules or ions with the total composition C5H12O2 from the Open Molecules 2025 dataset. Energies are from wB97M-V/def2-TZVPD.

Each line ends with the Löwdin charge.
CARTESIAN COORDINATES (ANGSTROEM)
C: 1.741 0.659 0.695  -0.0689
C: 0.579 0.501 -0.294  -0.4121
C: 0.623 1.370 -1.575  -0.0602
C: 0.323 -0.970 -0.609  -0.1480
C: -0.458 -1.703 0.414  -0.2607
O: -1.577 -2.136 0.244  0.0331
H: 1.482 0.020 1.551  0.0697
H: 1.760 1.685 1.055  0.0807
H: 2.701 0.255 0.383  0.0787
H: -0.307 0.894 0.221  0.1309
H: 0.019 0.823 -2.306  0.0662
H: 0.202 2.368 -1.572  0.0736
H: 1.621 1.353 -2.021  0.0782
H: 1.254 -1.543 -0.680  0.1314
H: -0.251 -1.108 -1.527  0.1197
H: -0.116 -1.767 1.460  0.1314
O: -3.059 0.125 1.578  -0.0680
H: -2.593 -0.633 1.195  -0.0120
H: -3.944 -0.194 1.788  0.0364

As for the gap between HOMO and LUMO: 11.0 eV. As for the energy: -348.16210 Ha. As for the SMILES: CC(C)CC=O.O. The calculation puts the energy above the lowest of the compared OMol25 structures with the same formula, charge and spin at 1.1624 eV. For the HOMO energy, the calculation gives -10.09 eV.

***

[4]
Here is C8H11NO in the gas phase from the Open Molecules 2025 dataset. Energies are from wB97M-V/def2-TZVPD.

Each line ends with the Löwdin charge.
CARTESIAN COORDINATES (ANGSTROEM)
C: -1.146 -1.325 -2.442  -0.0551
C: -1.074 -1.039 -1.002  -0.2822
C: -1.375 0.175 -0.322  -0.0377
C: -0.381 0.579 0.611  -0.1988
C: -0.536 1.904 1.348  0.0010
N: 0.811 -0.132 0.724  -0.0599
C: 1.983 0.593 1.118  -0.0532
C: 0.912 -1.425 0.027  -0.4352
O: 1.945 -1.768 -0.450  0.1085
C: -0.486 -1.900 0.011  0.0182
H: -0.267 -2.028 -2.634  0.1114
H: -1.122 -0.411 -3.047  0.0722
H: -2.040 -1.802 -3.000  0.1128
H: -1.900 1.050 -0.744  0.1133
H: -1.390 2.434 1.317  0.0457
H: 0.208 2.500 0.938  0.0535
H: -0.136 1.806 2.381  0.1053
H: 2.101 1.636 0.831  0.0787
H: 1.920 0.680 2.354  0.1475
H: 2.873 0.064 0.958  0.0622
H: -0.899 -1.592 1.024  0.0921

As for the gap between HOMO and LUMO (alpha / beta): 7.5 / 7.5 eV. As for the energy: -441.26456 Ha. As for the SMILES: Cc1cc(C)n(C)c(=O)c1. The calculation puts the energy above the lowest of the compared OMol25 structures with the same formula, charge and spin at 4.9802 eV. For the HOMO energy (alpha / beta), the calculation gives -7.84 / -7.83 eV.

***

[5]
Here is a molecular structure, C5H7NO from the Open Molecules 2025 dataset. Energies are from wB97M-V/def2-TZVPD.

Each line ends with the Löwdin charge.
CARTESIAN COORDINATES (ANGSTROEM)
O: -0.528 0.932 -2.282  -0.0062
C: -0.872 -0.262 -1.682  -0.3715
C: -1.713 -0.141 -0.395  0.0590
C: -0.560 -0.659 -0.074  -0.1747
C: 0.551 -0.734 0.889  -0.2901
C: 1.206 0.546 1.289  -0.1274
N: 0.263 -0.106 2.175  0.0342
H: -0.878 1.646 -1.728  0.1019
H: -1.220 -0.995 -2.413  0.1429
H: 0.143 -0.908 -1.309  0.1847
H: 1.112 -1.661 0.989  0.1360
H: 0.896 1.443 0.759  0.1091
H: 2.241 0.541 1.622  0.1038
H: -0.642 0.359 2.161  0.0984

As for the gap between HOMO and LUMO: 10.4 eV. As for the energy: -324.48854 Ha. The calculation puts the energy above the lowest of the compared OMol25 structures with the same formula, charge and spin at 6.4198 eV. For the HOMO energy, the calculation gives -9.60 eV.

***

[6]
Here is 4 unconnected molecules or ions with the total composition C4H14NO3 from the Open Molecules 2025 dataset. Energies are from wB97M-V/def2-TZVPD.

Each line ends with the Löwdin charge.
CARTESIAN COORDINATES (ANGSTROEM)
O: -0.637 1.008 -0.390  0.2097
C: 0.153 0.555 0.332  -0.1892
C: 1.062 -0.638 -0.065  -0.3595
N: 0.972 -1.497 0.982  0.3331
C: -3.664 1.061 -0.609  -0.0424
C: 0.725 -1.222 -1.438  0.0100
H: 0.178 0.977 1.358  0.1780
H: 2.097 -0.188 -0.154  0.2273
H: 1.530 -2.350 0.802  0.1508
H: -3.493 1.952 -0.008  0.0248
H: -4.018 0.324 0.116  0.0195
H: -4.469 1.171 -1.323  0.0205
H: -2.781 0.711 -1.121  -0.0130
H: -0.298 -1.578 -1.564  0.1100
H: 0.823 -0.543 -2.284  0.1117
H: 1.325 -2.102 -1.687  0.1051
H: 4.165 1.520 -0.404  0.0565
H: 3.334 2.620 0.282  0.0601
O: 3.266 1.842 -0.279  -0.0335
H: -1.955 -1.796 2.258  0.0687
H: -0.706 -1.549 1.387  -0.0333
O: -1.634 -1.305 1.498  -0.0150

As for the gap between HOMO and LUMO: 5.7 eV. As for the energy: -440.80835 Ha. Its total charge is +1. The calculation puts the energy above the lowest of the compared OMol25 structures with the same formula, charge and spin at 6.8043 eV. For the HOMO energy, the calculation gives -15.06 eV.